{"formula": "C6H13N3OS", "method": "ωB97M-V with the def2-TZVPD basis set", "multiplicity": 1, "energy_ev": -23780.210, "orbital_gap_ev": 8.9, "relative_energy_ev": 5.369, "elements": ["C", "C", "C", "C", "C", "C", "N", "N", "N", "O", "S", "H", "H", "H", "H", "H", "H", "H", "H", "H", "H", "H", "H", "H"], "coordinates": [[-2.92, 0.07, 1.58], [-1.20, 3.06, -1.90], [-0.55, -2.47, 0.38], [1.52, -1.52, 1.49], [-0.28, 2.25, -1.06], [0.55, -1.40, 0.29], [-2.85, 0.30, 0.46], [-2.51, 0.54, -0.68], [-0.09, -0.10, 0.19], [-0.57, -0.18, -2.23], [-0.77, 0.50, -1.00], [-3.58, 0.00, 2.50], [-2.20, 3.07, -1.58], [-0.92, 4.10, -1.84], [-1.07, 2.87, -2.96], [-1.17, -2.06, 1.21], [-1.19, -2.55, -0.51], [0.03, -3.42, 0.49], [2.11, -0.69, 1.41], [2.02, -2.48, 1.38], [1.06, -1.39, 2.48], [-0.23, 2.56, -0.06], [0.68, 2.21, -1.51], [1.00, -1.60, -0.70]], "mulliken_charge": [-0.056, -1.190, -1.091, -1.395, -0.524, 0.414, 0.577, -1.004, -0.495, -0.683, 0.958, 0.358, 0.384, 0.402, 0.305, 0.143, 0.300, 0.416, 0.411, 0.388, 0.287, 0.415, 0.336, 0.345]}